1.
This record from the OMol25 dataset describes a molecular structure, C34H51F3O14S2 in a non-equilibrium geometry. The level of theory is ωB97M-V with the def2-TZVPD basis set.

Geometry as XYZ:
```
104
Properties=species:S:1:pos:R:3
F 9.246 3.462 9.687
C 9.272 2.897 8.431
C 8.189 2.116 7.948
C 8.368 1.533 6.684
C 9.559 1.705 5.942
C 10.570 2.599 6.422
C 10.386 3.192 7.647
H 7.249 2.084 8.478
H 7.515 0.931 6.406
H 9.778 1.167 5.031
H 11.448 2.654 5.795
H 11.237 3.737 8.027
F 8.334 8.537 3.302
C 9.376 8.044 2.666
C 9.266 6.918 1.926
C 10.359 6.380 1.269
C 11.539 7.006 1.420
C 11.692 8.179 2.163
C 10.565 8.760 2.771
H 8.285 6.472 1.995
H 10.262 5.429 0.768
H 12.279 6.595 0.748
H 12.677 8.594 2.315
H 10.601 9.579 3.474
F 11.438 9.016 4.544
C 12.264 9.255 5.526
C 12.051 8.803 6.787
C 13.039 8.944 7.766
C 14.192 9.587 7.427
C 14.415 10.161 6.178
C 13.444 9.920 5.211
H 11.111 8.315 6.998
H 12.902 8.535 8.756
H 15.027 9.658 8.108
H 15.244 10.815 5.948
H 13.575 10.306 4.211
C 10.481 5.846 6.872
S 10.804 5.091 5.243
O 9.664 4.098 5.059
C 10.153 6.590 4.265
H 9.454 6.176 7.024
H 11.113 6.710 7.078
H 10.810 5.131 7.626
H 9.220 7.021 4.629
H 9.963 6.373 3.214
H 10.905 7.372 4.364
C 7.726 4.848 4.212
S 7.256 4.247 2.532
O 6.978 5.491 1.699
C 8.915 3.653 2.019
H 7.999 3.990 4.826
H 6.897 5.401 4.654
H 8.571 5.536 4.213
H 9.316 2.973 2.771
H 9.448 4.604 2.022
H 8.847 3.280 0.997
C 6.708 6.180 10.714
O 7.648 6.136 9.607
C 7.585 5.198 8.692
O 6.662 4.390 8.607
O 8.544 5.380 7.816
C 8.449 4.616 6.569
H 5.665 6.344 10.442
H 6.881 7.143 11.194
H 6.662 5.326 11.389
H 7.611 3.921 6.515
H 9.371 4.042 6.483
H 8.530 5.144 5.619
C 9.613 4.997 11.559
O 10.875 5.334 11.136
C 11.180 5.465 9.861
O 10.482 5.072 8.883
O 12.401 6.016 9.832
C 12.896 6.454 8.548
H 8.980 5.883 11.506
H 9.740 4.752 12.613
H 9.165 4.102 11.128
H 12.743 7.529 8.455
H 12.349 5.965 7.742
H 13.959 6.215 8.537
C 9.138 9.486 4.695
O 9.424 8.495 5.633
C 9.323 8.844 6.922
O 9.065 9.966 7.396
O 9.477 7.747 7.649
C 9.759 7.886 9.044
H 9.293 10.541 4.923
H 8.155 9.318 4.255
H 9.796 9.261 3.856
H 9.064 8.487 9.630
H 10.772 8.285 9.085
H 9.806 6.867 9.426
C 12.281 4.023 0.227
O 11.438 3.325 1.123
C 11.711 3.311 2.410
O 12.597 3.936 2.971
O 10.724 2.585 2.966
C 10.794 2.378 4.371
H 13.332 4.063 0.511
H 11.866 5.018 0.065
H 12.283 3.517 -0.739
H 11.739 2.057 4.808
H 10.116 1.588 4.695
H 10.379 3.255 4.868
```

As for the spin multiplicity: 1. Its electronic energy is -94526.172 eV. Its net charge is 0.


2.
This record from the OMol25 dataset describes a molecular structure, C34H51N5O9PdS4Si. The level of theory is ωB97M-V with the def2-TZVPD basis set.

Geometry as XYZ:
```
105
Properties=species:S:1:pos:R:3
Pd 0.405 -1.159 -0.875
C 3.799 0.498 3.097
C 4.031 1.128 1.728
C 5.033 2.268 1.831
C 4.503 0.088 0.725
O 2.824 1.715 1.226
Si 1.228 1.484 1.517
S 0.326 -0.413 1.313
O 0.892 1.783 3.090
C 0.636 2.990 3.815
C 0.629 2.590 5.283
C -0.724 3.544 3.412
C 1.740 4.007 3.547
O 0.507 2.632 0.578
C 0.936 3.339 -0.591
C -0.335 3.896 -1.216
C 1.652 2.403 -1.559
C 1.864 4.478 -0.190
H 4.746 0.147 3.513
H 3.110 -0.347 3.021
H 3.363 1.225 3.782
H 6.001 1.897 2.173
H 4.679 3.024 2.534
H 5.164 2.737 0.854
H 5.369 -0.458 1.108
H 4.795 0.574 -0.210
H 3.707 -0.631 0.520
H -0.117 1.812 5.450
H 0.395 3.448 5.916
H 1.606 2.197 5.571
H -1.488 2.776 3.551
H -0.720 3.843 2.363
H -0.980 4.407 4.030
H 2.706 3.609 3.863
H 1.548 4.930 4.099
H 1.794 4.243 2.484
H -0.997 3.080 -1.504
H -0.106 4.494 -2.101
H -0.860 4.524 -0.495
H 1.059 1.504 -1.712
H 2.623 2.108 -1.153
H 1.810 2.891 -2.524
H 1.335 5.186 0.451
H 2.210 5.013 -1.077
H 2.728 4.086 0.347
N -1.452 -2.817 -3.156
C -0.258 -2.407 -3.616
N 0.578 -1.684 -2.931
C 1.748 -1.427 -3.656
C 2.839 -0.697 -3.203
C 3.919 -0.526 -4.050
C 3.923 -1.071 -5.335
C 2.841 -1.804 -5.793
C 1.762 -1.973 -4.939
S 0.274 -2.842 -5.221
H -1.793 -2.400 -2.306
H -2.140 -3.193 -3.781
H 2.835 -0.291 -2.199
H 4.777 0.036 -3.707
H 4.779 -0.924 -5.980
H 2.839 -2.233 -6.786
O 1.678 -5.181 5.829
C 0.683 -4.957 4.935
O -0.448 -5.225 5.230
C 1.083 -4.388 3.612
C 0.207 -4.558 2.545
C 0.517 -4.050 1.297
C 1.697 -3.330 1.091
S 2.084 -2.665 -0.505
C 2.572 -3.166 2.160
C 2.268 -3.691 3.407
H 2.535 -5.017 5.417
H -0.714 -5.099 2.717
H -0.154 -4.199 0.459
H 3.480 -2.600 2.014
H 2.954 -3.501 4.226
C -6.800 -2.856 -4.203
C -6.829 -2.472 -2.727
S -5.470 -1.379 -2.380
O -4.243 -2.145 -2.455
O -5.609 -0.189 -3.181
C -5.706 -0.926 -0.667
C -4.935 0.340 -0.321
N -3.568 0.370 -0.841
C -2.573 -0.476 -0.480
N -1.515 -0.307 -1.262
C -1.835 0.653 -2.174
C -3.095 1.076 -1.931
N -3.771 2.151 -2.596
O -4.741 2.651 -2.054
O -3.302 2.501 -3.656
C -2.696 -1.475 0.612
H -7.643 -3.510 -4.422
H -5.882 -3.387 -4.449
H -6.874 -1.972 -4.832
H -6.707 -3.335 -2.071
H -7.739 -1.936 -2.459
H -5.400 -1.789 -0.079
H -6.769 -0.747 -0.506
H -4.897 0.440 0.764
H -5.442 1.207 -0.727
H -1.154 0.994 -2.933
H -3.077 -1.016 1.525
H -1.714 -1.886 0.833
H -3.357 -2.290 0.314
```

The value obtained for the relative energy (zero: lowest compared OMol25 entry of this formula, charge and spin) is 0.000 eV. As for the spin multiplicity: 1. Its electronic energy is -116668.054 eV. Its net charge is 0.


3.
This record from the OMol25 dataset describes 3 unconnected molecules or ions with the total composition C34H51N6O14S2 in a non-equilibrium geometry. The level of theory is ωB97M-V with the def2-TZVPD basis set.

Geometry as XYZ:
```
107
Properties=species:S:1:pos:R:3
C 5.460 2.059 3.079
C 4.394 2.842 2.083
C 3.114 1.802 1.896
C 1.743 2.578 1.358
O 1.035 1.860 0.290
N 0.080 1.033 0.781
C -1.224 1.674 1.304
C -1.415 1.858 2.920
N -2.568 1.095 3.528
C -2.493 1.241 0.359
C -3.480 2.564 0.093
C -5.053 2.207 0.512
S -5.385 2.470 2.372
C -6.979 1.544 2.791
N -8.251 2.209 2.288
N -9.291 1.359 2.653
C -8.696 0.169 3.386
O -7.223 0.287 3.512
C -1.617 0.670 -0.939
N -1.166 1.818 -1.813
S -2.877 -0.295 -1.909
C -3.857 -1.582 -0.944
O -3.992 0.638 -2.529
O -2.295 -1.064 -3.158
C -0.400 -0.132 -0.112
C 0.561 -0.622 -1.345
C 0.927 -2.226 -1.362
C -0.284 -3.209 -1.858
C -0.077 -4.803 -1.438
N -1.240 -5.204 -0.557
C -2.237 -6.094 -1.266
C -3.843 -5.796 -0.960
O -1.939 -7.122 -2.081
O -1.178 -1.082 0.676
C -0.419 -1.811 1.687
C -1.067 -1.828 3.193
H 6.561 2.474 2.991
H 5.397 0.906 2.800
H 5.057 2.136 4.193
H 4.815 3.059 1.010
H 4.056 3.865 2.595
H 3.373 0.835 1.290
H 2.849 1.436 3.000
H 2.146 3.589 0.863
H 1.083 2.911 2.264
H 0.526 0.777 1.711
H -1.045 2.800 0.957
H -1.648 3.014 3.102
H -0.380 1.668 3.483
H -2.877 0.283 2.952
H -2.170 0.658 4.407
H -3.279 0.495 0.822
H -3.148 3.456 0.783
H -3.498 2.857 -1.059
H -5.359 1.134 0.149
H -5.716 2.974 -0.073
H -9.300 -0.752 3.806
H -1.885 2.141 -2.490
H -0.890 2.667 -1.273
H -4.666 -2.025 -1.697
H -4.496 -1.089 -0.069
H -3.210 -2.427 -0.458
H 1.620 -0.066 -1.355
H 0.113 -0.396 -2.428
H 1.347 -2.615 -0.326
H 1.825 -2.356 -2.137
H -0.345 -3.126 -3.034
H -1.289 -2.806 -1.414
H 0.926 -4.968 -0.821
H 0.005 -5.410 -2.447
H -0.929 -5.604 0.360
H -4.376 -5.219 -1.843
H -3.951 -5.144 0.017
H -4.365 -6.834 -0.786
H -0.369 -2.948 1.329
H 0.689 -1.412 1.693
H -0.712 -2.783 3.784
H -2.237 -1.789 3.176
H -0.626 -0.896 3.785
C 0.789 -5.813 -6.816
C -0.115 -6.055 -5.864
C -1.475 -5.453 -5.918
O -2.291 -5.710 -5.039
C -1.788 -4.556 -7.041
C -0.883 -4.310 -7.991
C 0.468 -4.934 -7.951
O 1.272 -4.704 -8.848
O -1.169 -3.466 -9.048
O 0.181 -6.878 -4.792
H 1.781 -6.246 -6.790
H -2.775 -4.111 -7.059
H -0.356 -3.453 -9.598
H -0.634 -6.896 -4.245
C 8.189 7.064 4.601
C 6.990 6.580 4.271
C 6.621 6.326 2.851
O 5.519 5.862 2.581
C 7.612 6.652 1.813
C 8.810 7.139 2.142
C 9.188 7.367 3.564
O 10.303 7.799 3.836
O 9.744 7.450 1.172
O 6.045 6.295 5.240
H 8.471 7.251 5.629
H 7.325 6.479 0.784
H 10.528 7.783 1.662
H 5.264 5.956 4.751
```

As for the spin multiplicity: 1. Its electronic energy is -95334.311 eV. Its net charge is +1.


4.
This record from the OMol25 dataset describes 8 unconnected molecules or ions with the total composition C34H51N8O3 in a non-equilibrium geometry. The level of theory is ωB97M-V with the def2-TZVPD basis set.

Geometry as XYZ:
```
96
Properties=species:S:1:pos:R:3
C 1.112 2.877 0.275
C 0.480 1.472 0.626
C -0.904 1.653 1.082
C -1.647 0.313 1.460
C -1.229 -0.797 0.497
C -0.590 -0.386 -0.885
N 0.481 0.553 -0.667
O 1.491 0.617 -1.276
C -1.678 0.235 -1.792
C -0.025 -1.597 -1.602
C 1.429 0.976 1.724
H 0.342 3.289 -0.306
H 2.152 2.808 0.105
H 1.040 3.529 1.051
H -1.482 2.093 0.422
H -0.673 2.352 1.852
H -2.795 0.235 1.678
H -1.150 -0.008 2.385
H -2.012 -1.351 0.198
H -0.447 -1.275 0.812
H -2.353 0.946 -1.370
H -2.247 -0.675 -2.267
H -1.282 0.768 -2.656
H 0.239 -1.338 -2.643
H -0.740 -2.430 -1.755
H 0.933 -2.020 -1.233
H 1.706 1.772 2.266
H 2.390 0.854 1.423
H 1.107 -0.012 2.217
N 2.601 -1.967 -5.908
C 1.704 -2.623 -5.091
C 2.434 -3.487 -4.135
C 3.902 -3.146 -4.514
C 3.982 -2.138 -5.585
H 2.345 -1.348 -6.521
H 0.703 -2.517 -5.045
H 2.006 -4.118 -3.569
H 4.599 -3.739 -3.915
H 4.651 -1.525 -6.159
N -2.905 -3.426 -5.482
C -3.264 -2.283 -4.856
C -3.001 -1.073 -5.860
C -2.675 -1.780 -7.121
C -2.547 -3.242 -6.751
H -2.775 -4.381 -5.185
H -3.626 -2.194 -4.016
H -3.109 0.004 -5.696
H -2.218 -1.388 -8.082
H -2.309 -4.177 -7.462
N -1.467 5.006 3.712
C -2.751 4.510 4.046
C -2.636 3.248 4.841
C -1.002 3.092 4.908
C -0.432 4.334 4.175
H -1.356 5.877 3.082
H -3.775 5.050 3.750
H -3.314 2.455 5.167
H -0.498 2.373 5.721
H 0.566 4.467 3.846
N 3.415 -3.321 1.356
C 3.946 -2.254 2.100
C 4.277 -1.197 0.964
C 4.031 -1.753 -0.243
C 3.377 -3.206 -0.042
H 3.047 -4.138 1.843
H 3.665 -2.153 3.116
H 4.526 -0.236 1.195
H 4.189 -1.192 -1.052
H 3.169 -4.172 -0.768
N -1.527 4.378 -2.483
C -2.623 3.616 -2.866
C -3.568 3.768 -1.692
C -2.969 4.654 -0.664
C -1.568 5.115 -1.266
H -0.810 4.367 -2.982
H -2.581 3.114 -3.762
H -4.511 3.334 -1.732
H -3.375 5.135 0.220
H -0.772 5.557 -0.702
N -1.834 -4.702 3.588
C -2.135 -3.448 4.190
C -0.935 -2.715 4.337
C 0.188 -3.613 3.689
C -0.462 -4.830 3.219
H -2.612 -5.209 3.517
H -3.054 -3.346 4.544
H -0.730 -1.754 4.721
H 1.237 -3.341 3.616
H -0.174 -5.572 2.610
C 2.699 1.444 5.633
N 2.887 2.691 4.983
O 3.559 2.622 3.866
O 2.405 3.633 5.459
H 2.367 1.672 6.660
H 3.695 0.975 5.826
H 2.076 0.759 5.086
```

The value obtained for the relative energy (zero: lowest compared OMol25 entry of this formula, charge and spin) is 0.000 eV. As for the spin multiplicity: 1. Its electronic energy is -54119.401 eV. Its net charge is +1.